ORCA calculation (the ωB97M-V functional and the def2-TZVPD basis) on C28H33BrCaN3O5PSSi as an isolated structure at a distorted geometry.

Geometry as XYZ:
```
74
Properties=species:S:1:pos:R:3:forces:R:3
C 4.705154 -1.927542 3.596768 -0.23 0.49 1.24
C 5.829078 -1.711928 2.422789 0.90 -0.90 2.12
N 5.499321 -0.637977 1.407508 -3.14 -0.73 0.69
C 4.091817 -0.847709 0.894173 0.01 -2.10 -2.35
C 3.852621 -1.921827 -0.106592 -1.43 3.04 1.99
Br 5.312504 -3.134967 -0.852433 -2.27 1.83 1.12
C 2.288451 -2.189428 -0.635867 0.31 -5.83 -2.04
O 2.101985 -3.423598 -1.180514 0.51 8.16 3.35
C 1.095159 -1.066225 -0.453332 -1.58 2.62 0.78
C -0.330598 -1.066491 -1.328116 0.28 1.82 2.60
C -0.652692 -2.211205 -2.464492 0.09 0.88 -0.48
C 0.026953 -1.637087 -3.880840 -0.70 -1.61 0.33
O 1.497286 -1.676647 -3.875025 -1.82 2.39 -0.41
Si 2.213495 -0.164642 -4.412342 1.73 -0.65 -0.20
C 1.257758 0.737840 -5.821030 -1.26 1.26 -0.52
C 3.955331 -0.650579 -5.180014 0.08 0.15 -0.99
C 2.656952 1.052961 -2.937614 0.73 0.56 0.15
C -1.460678 0.133027 -1.039645 2.17 0.36 1.44
C -2.908558 0.105546 -1.876807 -0.45 -0.60 0.53
C -4.083058 -0.707745 -1.006803 -2.99 -2.26 2.41
C -5.277888 0.117914 -0.177809 -0.11 -3.83 0.42
C -6.442457 -0.658332 0.732283 2.52 -2.52 -1.56
C -6.475804 -2.314817 0.862633 3.87 2.11 -3.08
C -5.324844 -3.133093 0.026611 -0.22 3.67 0.21
C -4.153687 -2.353229 -0.877710 -2.64 1.80 2.02
C -1.196923 1.366029 0.059798 2.91 -3.18 -1.04
C -2.269555 2.584929 0.331800 0.67 -0.17 -0.99
C -3.169916 2.423501 1.690302 -1.45 2.31 0.16
S -2.576196 1.128113 2.901942 0.28 1.65 2.55
C -2.533657 2.065150 4.567031 -0.37 3.66 3.12
N -3.271693 3.370177 4.871495 1.62 -1.42 1.23
N -3.078228 3.919412 6.136750 3.93 -7.35 -1.92
C -2.134274 2.869406 6.752578 -2.97 1.27 -2.01
O -1.799958 1.756184 5.803994 -2.24 2.98 -0.66
C 0.263006 1.352644 0.876537 -1.18 -2.16 -2.87
P 0.569467 2.781618 2.112787 1.33 -3.96 4.99
O 0.578409 2.136779 3.590847 -0.61 2.23 -4.04
C 1.400965 0.146340 0.657864 -2.53 -0.26 -1.88
C 2.832986 0.080621 1.487295 1.46 1.47 3.91
O 3.080645 0.688271 2.654193 -1.87 -3.14 -7.29
H 4.492384 -0.902814 4.166227 0.49 -2.11 -1.38
H 5.061684 -2.675338 4.456243 -0.52 1.49 -2.14
H 3.664475 -2.315066 3.227457 2.06 0.67 0.41
H 6.068370 -2.765270 1.970607 -0.53 2.29 0.41
H 6.820913 -1.346493 2.976068 -2.11 -0.82 -1.33
H 5.551267 0.270603 1.920454 -0.37 -0.97 -0.64
H -0.295423 -3.291812 -2.191271 -0.24 2.38 -0.33
H -1.813858 -2.314424 -2.721895 2.53 0.58 0.87
H -0.326783 -2.413956 -4.711592 0.56 1.96 1.58
H -0.435413 -0.564270 -4.026361 0.98 -2.08 0.04
H 0.094143 0.853433 -5.599862 2.41 -0.20 -0.55
H 1.675648 1.855592 -5.858140 -0.80 -2.41 -0.04
H 1.369848 0.253651 -6.888232 -0.14 0.92 2.22
H 3.817210 -0.659676 -6.362551 0.38 -0.17 2.47
H 4.316162 -1.711132 -4.835802 -0.46 2.18 -0.62
H 4.728515 0.215954 -4.963625 -1.38 -2.01 -0.29
H 3.682607 1.573884 -3.256646 -2.27 -1.03 0.63
H 2.905153 0.450991 -1.956558 -0.71 1.35 -1.83
H 1.863109 1.903029 -2.794409 1.47 -1.67 0.10
H -2.781518 -0.377794 -2.961115 -0.18 0.95 2.64
H -3.349633 1.175474 -2.061253 1.14 -1.96 0.51
H -5.318975 1.286755 -0.231278 0.02 -2.50 -0.02
H -7.282572 -0.080048 1.331369 2.08 -1.07 -1.57
H -7.249768 -2.922190 1.496469 1.59 1.54 -1.38
H -5.328891 -4.324402 0.103866 0.15 2.99 -0.34
H -3.375719 -3.058775 -1.397248 -1.65 1.69 1.07
H -3.047856 2.726479 -0.562731 1.86 -0.65 1.94
H -1.624822 3.589664 0.316099 -1.61 -2.25 0.36
H -3.168384 3.481539 2.233081 0.01 -2.35 -0.96
H -4.321111 2.188677 1.484557 2.78 0.30 0.27
H -1.737084 3.022369 7.867756 0.70 0.51 -5.41
H -0.451860 3.795811 2.139556 0.68 -0.41 -0.91
H 1.912074 3.341547 1.900443 -1.44 -0.17 -0.45
Ca -2.082572 2.356617 9.459320 -0.79 -1.01 1.63
```
Forces are in eV/Å.

The value obtained for the HOMO energy is -0.4401 Ha. Its total charge is +2. The calculation puts the strongest force on any atom at 8.84 eV Å⁻¹. The value obtained for the total energy is -5906.1340 hartree.

What are the Löwdin partial charges on each atom? They are as follows, in elementary charge units: atom 1 (C): -0.136, atom 2 (C): -0.268, atom 3 (N): -0.034, atom 4 (C): -0.168, atom 5 (C): -0.407, atom 6 (Br): 0.686, atom 7 (C): -0.197, atom 8 (O): -0.062, atom 9 (C): 0.041, atom 10 (C): 0.015, atom 11 (C): -0.129, atom 12 (C): -0.237, atom 13 (O): -0.274, atom 14 (Si): 0.488, atom 15 (C): -0.217, atom 16 (C): -0.203, atom 17 (C): -0.200, atom 18 (C): -0.006, atom 19 (C): -0.144, atom 20 (C): -0.122, atom 21 (C): -0.045, atom 22 (C): -0.058, atom 23 (C): -0.065, atom 24 (C): -0.052, atom 25 (C): -0.011, atom 26 (C): -0.117, atom 27 (C): -0.221, atom 28 (C): -0.444, atom 29 (S): 0.965, atom 30 (C): -0.315, atom 31 (N): -0.002, atom 32 (N): 0.069, atom 33 (C): -0.202, atom 34 (O): -0.082, atom 35 (C): -0.186, atom 36 (P): 0.774, atom 37 (O): -0.569, atom 38 (C): 0.013, atom 39 (C): -0.144, atom 40 (O): -0.049, atom 41 (H): 0.078, atom 42 (H): 0.090, atom 43 (H): 0.075, atom 44 (H): 0.089, atom 45 (H): 0.136, atom 46 (H): 0.115, atom 47 (H): 0.129, atom 48 (H): 0.099, atom 49 (H): 0.151, atom 50 (H): 0.100, atom 51 (H): 0.041, atom 52 (H): 0.068, atom 53 (H): 0.062, atom 54 (H): 0.051, atom 55 (H): 0.050, atom 56 (H): 0.047, atom 57 (H): 0.056, atom 58 (H): 0.022, atom 59 (H): 0.041, atom 60 (H): 0.122, atom 61 (H): 0.102, atom 62 (H): 0.066, atom 63 (H): 0.083, atom 64 (H): 0.087, atom 65 (H): 0.098, atom 66 (H): 0.074, atom 67 (H): 0.124, atom 68 (H): 0.111, atom 69 (H): 0.101, atom 70 (H): 0.085, atom 71 (H): -0.074, atom 72 (H): 0.008, atom 73 (H): 0.039, atom 74 (Ca): 1.788